Record 1
C29H46BrN3P2PtS as an isolated structure in a non-equilibrium geometry. Source: OMol25; level of theory: the ωB97M-V functional and the def2-TZVPD basis.

The geometry in XYZ format:
```
83
Properties=species:S:1:pos:R:3:forces:R:3
C -0.788 6.546 -4.173 -0.23 -2.83 1.16
C -0.928 5.197 -4.643 -0.25 0.65 -0.99
C -1.277 5.143 -6.008 -0.01 -1.38 1.85
C -1.260 6.289 -6.821 -0.09 1.72 -1.16
N -1.027 7.524 -6.385 0.14 -0.43 0.60
C -0.796 7.628 -5.073 -0.13 1.55 -1.62
C -0.992 3.987 -3.835 -0.83 -0.73 1.92
C -1.263 3.138 -2.974 -0.45 3.52 -2.39
C -1.477 2.775 -1.625 0.25 -0.75 1.75
C -0.259 2.864 -0.915 -0.81 -0.94 0.77
C -0.145 2.219 0.354 0.85 0.09 -1.23
C -1.198 1.299 0.608 -1.06 -0.66 1.79
C -2.554 1.656 0.303 -0.15 0.31 -1.64
C -2.686 2.406 -0.880 0.54 -0.19 -0.38
Pt -0.320 -0.399 -0.896 1.97 0.11 2.69
P 1.946 -1.048 0.503 3.26 -1.78 -0.30
H -1.688 4.220 -6.393 0.21 -0.08 -0.27
H -0.812 6.753 -3.105 0.26 -0.01 -0.16
H -1.474 6.196 -7.890 0.13 -0.04 0.24
H -0.627 8.653 -4.712 0.00 -0.49 -0.01
H -3.675 2.719 -1.256 0.59 -0.37 0.18
H 0.585 3.346 -1.424 -0.24 -0.15 0.68
H -3.452 1.331 0.910 1.31 0.28 -0.90
H 0.762 2.480 0.955 -1.00 -0.95 -0.60
C 2.163 -2.523 1.684 -1.08 -0.99 0.44
C 3.022 -3.644 1.048 -0.41 -0.02 -0.18
H 1.151 -2.913 1.920 0.50 -0.11 -0.05
H 2.604 -2.238 2.677 -0.49 0.23 -1.10
H 3.103 -4.543 1.659 -0.23 0.22 0.34
H 2.528 -3.948 0.129 0.10 -0.24 -0.12
H 4.046 -3.361 0.801 -0.22 0.24 0.07
C 2.767 -1.657 -1.177 -0.26 0.64 -0.22
C 3.620 -0.515 -1.770 0.07 0.50 -0.42
H 1.893 -1.769 -1.858 0.42 -0.05 0.33
H 3.340 -2.611 -1.268 -0.64 0.71 0.78
H 3.636 -0.590 -2.870 -0.02 -0.06 0.43
H 3.165 0.461 -1.538 0.18 -0.12 -0.09
H 4.683 -0.468 -1.464 -0.72 -0.26 0.15
C 3.486 -0.265 1.464 -0.58 1.69 -0.03
C 4.890 -0.912 1.534 -0.39 -0.37 -0.44
H 3.143 -0.138 2.523 0.17 -0.32 -1.17
H 3.516 0.768 1.085 0.46 -0.18 0.01
H 5.601 -0.119 1.823 -0.30 -0.31 -0.18
H 4.910 -1.680 2.333 0.07 0.30 -0.63
H 5.220 -1.349 0.570 -0.08 0.22 0.65
Br -1.313 -0.308 2.117 -0.34 1.77 -1.17
P -2.099 -2.477 -1.204 -1.03 -0.24 -0.47
C -0.529 -3.319 -1.269 0.55 -0.26 0.36
C -0.427 -4.805 -1.650 0.07 -0.65 -0.20
H -0.176 -3.108 -0.236 0.53 -0.38 -0.59
H 0.015 -2.694 -2.026 -0.09 -0.47 0.59
H 0.625 -5.077 -1.822 -0.25 0.26 0.17
H -0.803 -5.493 -0.880 0.01 0.45 -0.09
H -0.947 -5.052 -2.585 0.00 0.30 0.22
C -3.238 -2.344 0.171 -0.17 -0.23 1.35
C -4.458 -3.316 0.266 -0.05 -0.18 0.16
H -3.619 -1.299 0.174 0.49 -0.54 0.04
H -2.563 -2.478 1.065 -0.84 0.10 -0.71
H -4.712 -3.396 1.336 0.08 -0.05 -0.47
H -5.366 -2.941 -0.241 0.66 -0.07 0.04
H -4.238 -4.328 -0.111 -0.04 0.43 0.18
C -2.312 -1.172 -2.408 -0.75 -0.04 0.62
C -2.702 -1.578 -3.837 0.55 0.83 -0.25
H -1.305 -0.582 -2.275 -1.16 0.39 -2.15
H -3.130 -0.595 -1.944 0.47 0.17 -0.33
H -3.027 -0.669 -4.341 0.00 -0.06 -0.19
H -1.892 -2.006 -4.422 0.10 -0.11 0.12
H -3.543 -2.269 -3.844 0.02 -0.06 0.31
S 1.024 0.816 2.701 0.72 0.95 0.28
C 0.765 0.666 4.379 -0.95 -1.54 1.95
N -0.399 1.134 4.895 0.80 -0.74 -0.98
C -0.943 0.515 6.135 0.09 0.62 -0.30
C 0.235 0.275 7.066 0.37 -0.62 -0.10
C 1.117 -0.764 6.364 -0.07 0.04 0.05
N 1.570 -0.164 5.088 -1.20 1.11 -0.80
H -1.078 1.465 4.190 0.76 0.05 0.80
H -1.412 -0.444 5.834 0.02 0.51 0.40
H -1.698 1.206 6.525 0.22 -0.26 0.05
H -0.137 -0.167 7.982 0.04 0.11 0.28
H 0.842 1.170 7.282 -0.57 -0.18 0.00
H 0.460 -1.615 6.093 0.70 0.08 0.32
H 2.007 -1.097 6.929 -0.58 0.23 -0.22
H 2.324 -0.595 4.572 0.03 0.10 0.16
```
Forces are in eV/Å.

Results
- gap between HOMO and LUMO (alpha / beta) (eV) = 6.528 / 5.026
- max |F| (eV/Å) = 4.28
- multiplicity = 5
- energy relative to the best compared isomer or geometry (same formula, charge and spin) (kJ/mol) = 821.5
- total charge = +4

Löwdin population analysis, charges in e, atoms 1 to 6: atom 1 (C): 0.13, atom 2 (C): -0.14, atom 3 (C): 0.10, atom 4 (C): 0.02, atom 5 (N): 0.16, atom 6 (C): 0.02

---

Record 2
C29H46BrN3P2Sn as an isolated structure in a non-equilibrium geometry. Source: OMol25; level of theory: the ωB97M-V functional and the def2-TZVPD basis.

The geometry in XYZ format:
```
82
Properties=species:S:1:pos:R:3:forces:R:3
N -5.563 3.604 -4.255 0.10 0.29 -0.03
C -5.548 4.101 -3.015 0.09 -0.31 -0.21
C -4.722 3.581 -2.023 0.40 0.14 0.82
C -3.815 2.542 -2.317 -1.17 -0.88 -1.05
C -3.880 2.003 -3.622 -0.53 0.92 0.08
C -4.749 2.595 -4.559 0.46 -0.38 0.97
C -2.831 2.124 -1.322 0.40 -0.14 -0.24
Sn 0.536 0.051 -0.303 -0.50 -0.76 1.26
P 3.104 -0.269 -0.391 1.30 0.47 -0.32
C -1.612 1.527 -1.553 -1.95 0.25 -0.18
C -0.488 2.131 -0.871 0.66 1.31 0.59
C 0.730 2.363 -1.602 -1.35 0.16 0.40
C 1.756 3.069 -0.985 0.29 0.92 0.61
C 1.560 3.640 0.291 -1.06 -1.38 -0.75
C 0.332 3.467 0.991 0.61 -0.62 -1.00
C -0.624 2.622 0.471 0.17 0.46 -0.97
Br 2.959 4.303 1.270 1.00 0.76 0.33
H -3.066 2.523 -0.331 0.62 0.40 -0.34
H -1.436 0.831 -2.380 -0.05 0.86 -0.33
H -4.762 4.016 -1.006 0.11 -0.27 -0.69
H -3.291 1.150 -3.916 0.24 -0.05 -0.07
H -6.216 4.953 -2.815 0.31 -0.53 -0.06
H -4.764 2.228 -5.582 -0.15 0.05 0.13
H 0.771 2.067 -2.659 0.12 0.08 0.45
H -1.469 2.327 1.089 0.16 0.19 -0.35
H 2.694 3.224 -1.527 -0.34 0.04 0.37
H 0.181 3.940 1.945 0.14 -0.06 0.22
P -0.640 -2.661 0.018 -0.51 -1.22 -0.18
C 4.329 1.068 -0.616 -0.26 0.60 -0.09
C 5.818 0.726 -0.515 0.40 0.26 0.05
H 4.085 1.856 0.113 -0.01 -0.23 -0.11
H 4.141 1.513 -1.607 -0.05 -0.19 0.27
H 6.358 1.675 -0.388 -0.08 -0.26 -0.04
H 6.065 0.105 0.349 -0.05 0.01 -0.14
H 6.206 0.262 -1.428 -0.14 0.18 0.34
C 3.524 -1.478 -1.727 -0.28 -0.64 0.26
C 4.874 -2.184 -1.790 0.42 -0.26 -0.10
H 3.397 -0.941 -2.687 -0.24 0.20 0.63
H 2.730 -2.241 -1.699 0.21 0.20 -0.10
H 4.935 -2.662 -2.777 0.06 0.03 0.27
H 5.736 -1.512 -1.706 -0.41 -0.34 -0.01
H 4.963 -2.974 -1.041 0.02 0.14 0.00
C 3.047 -0.665 1.425 -0.07 -0.94 -0.23
C 4.260 -1.244 2.164 0.06 0.07 0.54
H 2.215 -1.382 1.560 0.06 0.25 -0.20
H 2.742 0.244 1.958 -0.17 0.19 -0.50
H 3.910 -2.072 2.792 0.28 0.13 -0.15
H 5.032 -1.613 1.495 0.07 -0.03 0.09
H 4.671 -0.484 2.846 0.09 -0.35 -0.41
C -0.749 -4.082 1.205 0.63 0.18 0.63
C -1.947 -5.036 1.274 -0.13 -0.09 -0.06
H -0.621 -3.625 2.199 0.12 -0.30 -0.17
H 0.163 -4.659 0.995 -0.10 0.10 0.24
H -2.825 -4.583 1.753 0.24 -0.02 -0.20
H -2.257 -5.437 0.302 0.14 0.07 0.15
H -1.653 -5.894 1.894 -0.11 0.22 -0.16
C 0.189 -3.477 -1.419 -0.28 -0.43 0.23
C 0.326 -2.655 -2.702 -0.18 -0.32 -0.19
H -0.390 -4.400 -1.600 0.39 0.20 -0.18
H 1.184 -3.787 -1.058 -0.32 0.03 -0.03
H -0.586 -2.707 -3.307 0.13 0.16 0.16
H 0.549 -1.587 -2.525 0.03 -0.12 -0.04
H 1.135 -3.070 -3.316 -0.17 0.25 0.06
C -2.417 -2.536 -0.459 0.27 0.08 -0.02
C -3.174 -1.648 0.528 -0.47 -0.15 0.00
H -2.810 -3.564 -0.457 0.04 0.44 -0.20
H -2.477 -2.144 -1.473 -0.13 0.05 -0.10
H -4.224 -1.534 0.213 0.35 -0.04 0.13
H -3.182 -2.077 1.542 0.06 0.18 -0.31
H -2.730 -0.651 0.575 -0.04 0.02 0.09
C -1.597 3.146 4.274 0.33 0.09 -0.32
C -1.549 1.686 3.993 -0.17 -0.41 0.36
N -1.040 1.045 2.964 0.29 -0.26 -0.11
C -1.219 -0.304 3.217 -0.46 0.20 0.86
C -1.870 -0.469 4.422 0.50 0.35 -0.85
N -2.067 0.811 4.892 -0.18 -0.21 0.31
H -2.406 3.625 3.710 0.14 0.05 0.18
H -1.751 3.290 5.346 -0.07 0.19 -0.17
H -0.638 3.611 4.007 -0.34 -0.06 0.10
H -0.858 -1.074 2.540 -0.14 0.19 0.15
H -2.176 -1.354 4.943 -0.09 -0.04 0.18
H -2.514 1.088 5.768 0.27 -0.34 -0.53
```
Forces are in eV/Å.

Results
- gap between HOMO and LUMO (alpha / beta) (eV) = 5.513 / 5.511
- max |F| (eV/Å) = 1.97
- multiplicity = 1
- energy relative to the best compared isomer or geometry (same formula, charge and spin) (kJ/mol) = 0.0
- total charge = +2

Löwdin population analysis, charges in e, atoms 1 to 6: atom 1 (N): 0.08, atom 2 (C): -0.11, atom 3 (C): -0.01, atom 4 (C): -0.21, atom 5 (C): 0.00, atom 6 (C): -0.11

---

Record 3
C29H46BrNOP2Pd as an isolated structure in a non-equilibrium geometry. Source: OMol25; level of theory: the ωB97M-V functional and the def2-TZVPD basis.

The geometry in XYZ format:
```
81
Properties=species:S:1:pos:R:3:forces:R:3
C -5.936 1.680 -5.244 0.04 0.24 -0.23
C -4.568 1.939 -5.061 -0.25 0.20 -0.33
C -3.940 2.834 -5.943 -0.32 0.01 -0.18
C -4.701 3.426 -6.959 0.20 -0.37 0.55
N -5.997 3.168 -7.116 -0.20 0.19 -0.31
C -6.611 2.323 -6.291 0.47 -0.21 0.42
C -3.825 1.303 -4.002 0.49 -0.44 0.65
C -3.192 0.760 -3.117 -0.54 0.41 -0.86
C -2.451 0.126 -2.071 0.16 0.17 -0.16
C -2.994 0.059 -0.781 0.35 -0.24 0.49
C -2.250 -0.487 0.272 -0.42 0.25 -0.29
C -0.959 -0.925 0.006 0.18 0.00 0.61
C -0.444 -0.997 -1.287 -0.22 0.29 0.04
C -1.177 -0.415 -2.327 0.16 -0.09 0.39
Pd 0.374 -1.571 1.385 -0.76 -1.53 -0.61
P 0.396 0.193 2.665 -0.28 0.01 0.17
H -2.887 3.070 -5.850 -0.06 -0.06 0.05
H -6.473 0.999 -4.595 0.10 0.03 0.00
H -4.233 4.129 -7.661 -0.30 -0.33 0.30
H -7.681 2.139 -6.454 0.52 0.13 0.02
H -0.767 -0.358 -3.330 -0.10 -0.15 0.07
H -3.992 0.453 -0.612 0.15 -0.11 0.03
H 0.510 -1.491 -1.454 0.00 0.13 -0.24
H -2.683 -0.590 1.268 0.17 0.11 -0.27
C 1.710 -0.120 3.868 0.03 -0.24 0.00
C 2.351 1.118 4.489 0.16 0.21 0.30
H 2.452 -0.735 3.337 -0.16 0.15 0.25
H 1.259 -0.786 4.621 0.14 0.17 -0.16
H 2.945 0.787 5.349 -0.05 0.18 -0.18
H 3.028 1.632 3.797 -0.13 -0.13 0.08
H 1.626 1.853 4.855 0.15 -0.21 -0.07
C 0.878 1.486 1.498 0.31 0.19 -0.38
C 0.007 2.737 1.508 -0.06 0.40 -0.10
H 0.841 1.000 0.510 0.04 0.34 0.27
H 1.930 1.721 1.703 -0.15 0.08 0.01
H 0.384 3.430 0.747 -0.16 -0.08 0.20
H -1.041 2.518 1.266 0.30 0.01 0.02
H 0.038 3.248 2.477 0.00 -0.08 -0.27
C -1.165 0.598 3.483 -0.26 -0.20 -0.13
C -1.026 1.531 4.684 -0.03 0.23 0.28
H -1.627 -0.355 3.776 0.15 0.22 -0.11
H -1.819 1.041 2.718 0.19 -0.17 0.17
H -2.031 1.779 5.047 0.27 -0.05 -0.04
H -0.475 1.065 5.509 -0.15 0.05 -0.18
H -0.522 2.471 4.430 -0.18 -0.18 0.07
Br 1.149 -3.530 2.705 0.58 0.75 -0.50
P 4.750 0.201 -1.797 -4.15 -0.90 1.52
C 4.164 1.232 -0.372 0.90 1.00 -0.02
C 5.303 1.865 0.427 0.18 0.14 0.38
H 3.539 0.605 0.280 0.17 -0.24 -0.44
H 3.519 2.016 -0.790 0.22 -0.16 -0.11
H 4.926 2.704 1.024 0.13 -0.19 -0.11
H 5.756 1.143 1.114 -0.02 0.11 -0.13
H 6.094 2.244 -0.229 -0.19 0.05 0.18
C 4.392 -1.504 -1.167 1.40 -0.40 0.21
C 5.297 -2.557 -1.810 0.12 -0.38 -0.08
H 3.337 -1.758 -1.339 0.11 0.54 -0.12
H 4.555 -1.471 -0.083 0.09 0.03 -0.17
H 5.362 -3.436 -1.162 -0.02 0.11 -0.20
H 4.914 -2.881 -2.783 0.09 0.08 0.15
H 6.310 -2.171 -1.959 -0.09 -0.19 0.08
C 3.290 0.385 -2.921 0.82 0.04 -1.28
C 3.522 1.414 -4.027 -0.19 0.27 -0.29
H 2.408 0.651 -2.323 0.39 -0.12 0.29
H 3.114 -0.606 -3.359 0.15 0.16 0.07
H 2.826 1.228 -4.851 0.16 0.14 0.12
H 3.353 2.434 -3.669 0.07 -0.14 -0.06
H 4.542 1.359 -4.421 -0.25 -0.02 -0.06
C -2.964 -4.541 2.557 0.14 0.24 0.41
C -1.977 -4.462 3.736 0.53 -0.06 -0.33
C -1.834 -2.963 3.899 -0.74 0.15 0.57
O -1.916 -2.414 2.566 -0.20 -0.14 -0.10
C -2.426 -3.435 1.663 -0.05 0.00 -0.15
H -3.018 -5.515 2.069 0.07 0.12 0.03
H -3.965 -4.252 2.903 0.12 -0.22 -0.08
H -0.966 -4.793 3.435 -0.73 -0.40 0.11
H -2.281 -4.979 4.649 -0.05 0.12 -0.19
H -2.667 -2.556 4.512 0.39 -0.02 -0.32
H -0.877 -2.680 4.347 -0.11 0.03 -0.08
H -1.593 -3.790 1.026 -0.32 0.08 0.20
H -3.204 -2.976 1.035 0.30 -0.13 0.12
```
Forces are in eV/Å.

Results
- gap between HOMO and LUMO (alpha / beta) (eV) = 6.239 / 3.080
- max |F| (eV/Å) = 4.51
- multiplicity = 3
- energy relative to the best compared isomer or geometry (same formula, charge and spin) (kJ/mol) = 0.0
- total charge = +2

Löwdin population analysis, charges in e, atoms 1 to 6: atom 1 (C): -0.01, atom 2 (C): -0.23, atom 3 (C): -0.01, atom 4 (C): -0.12, atom 5 (N): 0.07, atom 6 (C): -0.12

---

These records have DFT total energy values of -137941.0633; -129724.2921; -126437.6011 eV, in the order they appear.